1.
The following is a DFT calculation (the ωB97M-V functional and the def2-TZVPD basis) of C28H40IInNO8PSb2 as an isolated structure.

- Multiplicity: 1
- HOMO level: -3.04 eV
- Total charge: -2
- ΔE to the lowest compared entry with this formula, charge and spin: 275.4 kJ/mol

Element x y z (Å)
In -0.28 -0.35 0.34
C -5.11 0.99 1.30
Sb -3.66 1.29 -0.29
C -3.89 3.46 -0.18
C -5.12 1.17 -1.96
C -5.59 -0.22 -2.13
C -6.63 -0.65 -1.32
C -7.07 -1.97 -1.33
C -6.44 -2.88 -2.15
C -5.43 -2.45 -2.99
C -5.00 -1.13 -3.03
C -3.98 -0.74 -4.01
Sb -1.95 -0.36 -3.11
C -0.94 -1.00 -4.92
C -1.88 -2.37 -2.29
H -5.93 1.69 1.22
H -4.60 1.15 2.25
H -5.48 -0.02 1.28
H -4.88 3.76 -0.52
H -3.14 3.93 -0.80
H -3.75 3.76 0.85
H -4.60 1.55 -2.83
H -5.95 1.83 -1.72
H -7.12 0.06 -0.67
H -7.88 -2.28 -0.68
H -6.74 -3.92 -2.15
H -4.96 -3.17 -3.66
H -4.24 0.19 -4.52
H -3.87 -1.52 -4.76
H -1.50 -1.75 -5.47
H 0.02 -1.41 -4.63
H -0.76 -0.14 -5.56
H -2.14 -3.12 -3.03
H -2.56 -2.45 -1.44
H -0.86 -2.54 -1.94
O 3.87 -1.05 -2.11
C 2.70 -0.80 -1.92
O 1.93 -1.60 -1.14
C 1.86 0.37 -2.56
O 2.48 1.15 -3.26
O 0.64 0.32 -2.28
O -2.84 1.83 7.17
C -2.84 2.58 6.18
O -3.20 3.76 6.09
C -2.30 1.95 4.85
C -2.26 2.72 3.70
C -1.75 2.18 2.54
N -1.29 0.94 2.46
C -1.29 0.18 3.56
C -1.80 0.65 4.77
C -0.66 -1.20 3.43
O -0.97 -2.07 4.23
O 0.17 -1.35 2.47
H -2.61 3.74 3.75
H -1.68 2.76 1.62
H -1.80 0.01 5.64
C 0.33 5.06 1.90
C 1.66 4.45 1.49
P 1.53 2.59 1.33
C 3.24 2.19 0.68
C 4.40 3.17 0.85
C 1.70 2.08 3.12
C 2.94 2.44 3.92
H 0.41 6.15 1.98
H 0.00 4.67 2.87
H -0.44 4.83 1.17
H 2.44 4.73 2.20
H 1.94 4.83 0.50
H 3.10 2.01 -0.40
H 3.49 1.22 1.12
H 4.21 4.09 0.31
H 5.31 2.72 0.44
H 4.58 3.41 1.90
H 1.58 0.99 3.10
H 0.82 2.47 3.62
H 3.83 1.95 3.54
H 2.80 2.13 4.96
H 3.12 3.52 3.93
I 2.98 -4.18 -2.10
C 2.55 -2.70 -0.58
H 3.51 -2.46 -0.14
H 1.87 -3.16 0.14


2.
The following is a DFT calculation (the ωB97M-V functional and the def2-TZVPD basis) of C18H15Cl2N3O2S3TeV as an isolated structure.

- Multiplicity: 1
- HOMO level (spin up / spin down): -10.65 / -10.65 eV
- Total charge: +1

Element x y z (Å)
V 12.25 12.81 7.35
Te 12.97 15.18 7.96
C 13.99 14.39 6.26
C 13.51 14.38 4.97
C 14.47 13.88 4.11
C 15.68 13.52 4.65
S 15.58 13.81 6.37
H 12.52 14.77 4.74
H 14.34 13.79 3.05
H 16.65 13.23 4.15
Cl 8.27 12.92 10.05
C 8.31 12.67 8.34
C 7.09 12.49 7.67
C 7.06 12.28 6.31
C 8.20 12.32 5.57
C 9.38 12.59 6.19
Cl 10.96 12.72 5.37
C 9.50 12.73 7.62
N 10.76 12.83 8.01
H 6.16 12.38 8.25
H 6.13 11.94 5.88
H 8.22 12.16 4.49
N 8.26 16.55 10.93
C 8.75 17.21 9.87
N 8.40 18.50 9.64
S 9.84 16.43 8.82
H 7.60 17.05 11.53
H 8.35 15.50 10.93
H 7.97 19.05 10.33
H 8.74 18.92 8.83
O 7.68 7.03 8.63
C 8.02 8.32 8.92
O 7.21 9.14 9.25
C 9.44 8.67 8.60
C 10.10 8.30 7.42
C 11.30 8.96 7.07
C 11.84 9.85 7.96
S 13.20 10.87 7.48
C 11.35 10.03 9.25
C 10.17 9.45 9.59
H 8.46 6.47 8.52
H 9.74 7.52 6.80
H 11.83 8.65 6.20
H 11.84 10.78 9.89
H 9.71 9.57 10.56


3.
The following is a DFT calculation (the ωB97M-V functional and the def2-TZVPD basis) of an isolated molecule of C4H6N2.

- Multiplicity: 1
- HOMO level: -7.46 eV
- ΔE to the lowest compared entry with this formula, charge and spin: 341.0 kJ/mol

Element x y z (Å)
N 2.15 -0.29 0.15
C 0.80 0.10 -0.04
C 0.20 1.30 -0.25
C -1.27 0.93 -0.12
C -1.37 -0.55 0.00
N -0.15 -0.97 0.10
H 2.57 -0.61 -0.72
H 2.66 0.54 0.43
H -1.51 1.30 0.89
H -2.00 1.40 -0.79
H -2.22 -1.22 0.05
H 0.12 -1.93 0.31


4.
The following is a DFT calculation (the ωB97M-V functional and the def2-TZVPD basis) of C36H41Br2ClGeN4O5Re as an isolated structure.

- Multiplicity: 1
- HOMO level (spin up / spin down): -15.98 / -15.98 eV
- Total charge: +3

Element x y z (Å)
Re 0.16 -0.41 -0.32
Br -0.30 -0.30 2.94
C 0.90 0.86 3.93
Br 2.35 1.53 2.86
H 1.31 0.28 4.74
H 0.32 1.71 4.27
Cl -5.74 3.86 0.42
C -4.52 2.68 0.25
C -4.87 1.33 0.24
C -3.91 0.34 0.08
C -2.59 0.72 -0.05
O -1.65 -0.24 -0.25
C -2.21 2.07 -0.01
C -0.84 2.44 -0.10
O 0.08 1.59 -0.14
C -3.20 3.06 0.13
H -5.91 1.06 0.34
H -4.18 -0.71 0.04
H -0.55 3.49 -0.11
H -2.92 4.11 0.14
N 5.47 -1.03 -2.09
C 4.67 -0.36 -1.00
C 3.20 -0.54 -1.33
N 2.28 -0.08 -0.27
H 6.47 -0.97 -1.92
H 5.28 -0.61 -3.01
H 5.23 -2.02 -2.18
H 4.98 0.69 -0.99
H 4.96 -0.82 -0.05
H 2.99 -1.60 -1.50
H 2.96 -0.03 -2.26
H 2.44 0.89 0.00
H 2.43 -0.67 0.57
C -2.57 -3.19 1.52
C -2.63 -4.18 0.36
C -1.26 -4.50 -0.32
C -1.48 -5.58 -1.40
C -0.22 -5.95 -2.18
C -0.34 -5.05 0.74
O -0.44 -6.15 1.21
N 0.67 -4.19 1.22
C 0.92 -2.93 0.84
O 1.79 -2.25 1.38
N 0.17 -2.36 -0.23
C -0.77 -3.22 -0.96
O -1.18 -2.81 -2.00
H -3.58 -3.02 1.90
H -2.18 -2.22 1.21
H -1.97 -3.56 2.35
H -3.29 -3.83 -0.43
H -3.02 -5.14 0.70
H -2.26 -5.23 -2.07
H -1.86 -6.46 -0.88
H 0.14 -5.12 -2.78
H -0.43 -6.78 -2.86
H 0.58 -6.29 -1.51
H 1.23 -4.55 1.98
C 3.67 -2.21 -4.89
C 3.37 -0.87 -5.14
C 2.20 -0.31 -4.61
C 1.34 -1.07 -3.82
C 1.65 -2.42 -3.61
C 2.80 -2.98 -4.13
Ge -0.23 -0.19 -3.07
C -0.03 1.73 -3.16
C -1.04 2.49 -3.76
C -0.91 3.86 -3.92
C 0.24 4.51 -3.49
C 1.27 3.77 -2.91
C 1.12 2.40 -2.75
C -1.92 -0.78 -3.76
C -3.12 -0.19 -3.37
C -4.32 -0.61 -3.93
C -4.32 -1.63 -4.88
C -3.12 -2.21 -5.27
C -1.93 -1.80 -4.71
H 4.55 -2.65 -5.35
H 4.00 -0.27 -5.78
H 1.98 0.72 -4.83
H 0.98 -3.04 -3.03
H 3.00 -4.04 -3.99
H -1.94 2.00 -4.13
H -1.70 4.43 -4.39
H 0.35 5.57 -3.62
H 2.17 4.27 -2.59
H 1.93 1.85 -2.28
H -3.13 0.63 -2.65
H -5.25 -0.15 -3.64
H -5.25 -1.95 -5.32
H -3.12 -3.00 -6.02
H -1.00 -2.28 -5.02


5.
The following is a DFT calculation (the ωB97M-V functional and the def2-TZVPD basis) of a 2-piece molecular cluster, H2N2O3 overall.

- Multiplicity: 1
- Structure (SMILES): O=NN=O.O
- HOMO level: -10.15 eV
- ΔE to the lowest compared entry with this formula, charge and spin: 82.4 kJ/mol

Element x y z (Å)
O -1.24 1.76 0.19
N -1.26 0.62 -0.24
N -1.18 -0.50 -0.20
O -1.17 -1.66 -0.46
O 1.43 -0.15 -0.10
H 1.04 0.18 0.72
H 2.40 -0.24 0.09


6.
The following is a DFT calculation (the ωB97M-V functional and the def2-TZVPD basis) of a 2-piece molecular cluster, C5H9F3O4S overall.

- Multiplicity: 1
- Structure (SMILES): COCCS(=O)(=O)C(F)(F)F.C=O
- HOMO level: -10.31 eV
- ΔE to the lowest compared entry with this formula, charge and spin: 35.9 kJ/mol

Element x y z (Å)
C 0.43 2.00 -4.00
O 1.12 0.93 -3.39
C 2.23 1.33 -2.65
C 2.95 0.10 -2.14
S 3.34 0.25 -0.25
O 3.82 1.60 0.09
O 4.15 -0.92 0.13
C 1.74 0.04 0.75
F 0.94 1.08 0.59
F 1.12 -1.07 0.40
F 2.09 -0.04 2.03
H -0.44 1.57 -4.52
H 0.08 2.72 -3.25
H 1.07 2.51 -4.74
H 2.94 1.92 -3.26
H 1.93 1.98 -1.81
H 3.99 0.11 -2.49
H 2.31 -0.79 -2.17
C 2.45 -1.54 -5.22
O 3.30 -0.98 -4.57
H 2.61 -1.78 -6.29
H 1.44 -1.74 -4.80


7.
The following is a DFT calculation (the ωB97M-V functional and the def2-TZVPD basis) of an isolated molecule of C5H10O.

- Multiplicity: 1
- Structure (SMILES): CC[C@@]1(C)CO1
- HOMO level: -9.22 eV
- ΔE to the lowest compared entry with this formula, charge and spin: 278.8 kJ/mol

Element x y z (Å)
C 1.52 0.68 0.66
C 0.87 0.22 -0.70
C -0.62 -0.21 -0.64
C -1.04 -1.61 -0.16
C -1.11 0.95 0.14
O -1.77 0.55 -1.03
H 1.29 0.01 1.50
H 1.27 1.70 1.00
H 2.61 0.67 0.55
H 1.40 -0.66 -1.01
H 1.02 1.03 -1.42
H -1.84 -2.09 -0.75
H -0.20 -2.31 -0.14
H -1.45 -1.52 0.85
H -0.64 1.94 0.02
H -1.33 0.65 1.15


8.
The following is a DFT calculation (the ωB97M-V functional and the def2-TZVPD basis) of C18H23N6O6Pm as an isolated structure.

- Multiplicity: 5
- HOMO level (spin up / spin down): -7.47 / -7.47 eV
- ΔE to the lowest compared entry with this formula, charge and spin: 0.0 kJ/mol

Element x y z (Å)
Pm 0.16 0.22 -0.33
C 2.08 -1.17 4.00
C 1.67 -0.72 2.63
N 0.49 -0.97 2.10
O -0.29 -1.79 2.86
C 2.50 0.10 1.80
C 3.55 1.01 2.32
N 2.12 0.00 0.49
O 2.29 0.97 -0.38
H 1.55 -2.08 4.27
H 1.82 -0.40 4.74
H 3.15 -1.34 4.04
H -0.97 -2.07 2.25
H 3.21 1.53 3.22
H 3.82 1.73 1.55
H 4.46 0.45 2.58
O -1.58 -2.21 -6.79
C -0.95 -1.14 -6.73
O -0.48 -0.36 -7.58
C -0.68 -0.67 -5.26
C 0.21 0.36 -5.00
C 0.44 0.74 -3.69
N -0.19 0.17 -2.66
C -1.08 -0.82 -2.91
C -1.35 -1.26 -4.19
C -1.83 -1.36 -1.71
O -3.00 -1.64 -1.78
O -1.12 -1.43 -0.59
H 0.70 0.85 -5.83
H 1.15 1.52 -3.44
H -2.05 -2.06 -4.39
C -5.19 1.49 1.23
C -4.45 0.33 0.60
N -3.04 0.68 0.58
C -2.62 1.93 0.20
N -1.28 2.09 0.01
C -0.82 3.44 -0.26
C -1.83 4.18 -1.13
C -3.15 4.25 -0.39
N -3.53 2.94 0.13
C -4.95 2.74 0.40
H -4.83 1.64 2.25
H -6.26 1.29 1.27
H -4.82 0.13 -0.41
H -4.56 -0.59 1.18
H -2.40 -0.08 0.40
H 0.15 3.38 -0.74
H -0.69 3.97 0.69
H -1.95 3.64 -2.07
H -1.47 5.19 -1.35
H -3.95 4.59 -1.06
H -3.09 4.97 0.44
H -5.49 2.67 -0.55
H -5.31 3.63 0.92


9.
The following is a DFT calculation (the ωB97M-V functional and the def2-TZVPD basis) of C22H17CrN4O8 as an isolated structure.

- Multiplicity: 2
- HOMO level (spin up / spin down): -7.37 / -7.48 eV

Element x y z (Å)
Cr -0.35 0.52 -0.10
O -2.45 3.29 -2.37
C -1.93 2.29 -1.71
O -0.87 2.37 -1.11
C -2.70 1.03 -1.69
C -3.90 0.75 -2.32
C -4.43 -0.53 -2.16
C -3.75 -1.46 -1.39
C -2.56 -1.09 -0.80
N -2.06 0.13 -0.96
C -1.67 -1.96 0.08
O -2.02 -3.08 0.36
O -0.58 -1.34 0.45
H -1.84 4.04 -2.30
H -4.39 1.51 -2.91
H -5.37 -0.79 -2.63
H -4.12 -2.47 -1.23
O 1.73 -0.37 -3.97
C 2.92 -0.69 -3.42
C 3.91 -1.12 -4.30
C 5.16 -1.46 -3.83
C 5.45 -1.39 -2.47
C 4.48 -0.96 -1.59
C 3.20 -0.60 -2.05
C 2.18 -0.15 -1.08
O 0.96 0.07 -1.54
N 2.52 0.02 0.18
N 1.37 0.43 0.87
C 1.29 0.38 2.13
C -0.08 0.72 2.70
C 0.01 1.60 3.93
C -0.75 2.69 4.06
C -1.63 3.11 2.99
C -1.62 2.42 1.84
N -0.88 1.30 1.59
H 1.13 -0.13 -3.23
H 3.67 -1.18 -5.36
H 5.92 -1.79 -4.53
H 6.43 -1.66 -2.10
H 4.67 -0.89 -0.53
H 2.12 0.05 2.74
H 0.69 1.26 4.71
H -0.69 3.28 4.97
H -2.26 3.98 3.10
H -2.24 2.77 1.01
C -0.42 -2.77 3.96
O 0.12 -1.48 3.64
C -0.77 -0.60 3.17
O -1.95 -0.78 3.09
H 0.42 -3.45 4.02
H -1.11 -3.09 3.18
H -0.94 -2.73 4.92


10.
The following is a DFT calculation (the ωB97M-V functional and the def2-TZVPD basis) of an isolated molecule of C3H3N3O.

- Multiplicity: 1
- Structure (SMILES): Oc1cnncn1
- HOMO level: -9.79 eV
- ΔE to the lowest compared entry with this formula, charge and spin: 192.9 kJ/mol

Element x y z (Å)
O -1.06 0.52 1.71
C -0.71 0.11 0.48
C -0.38 -1.24 0.21
N 0.75 -1.40 -0.44
N 1.38 -0.39 -1.03
C 0.68 0.73 -1.15
N -0.36 1.04 -0.37
H -0.45 1.26 1.84
H -0.90 -2.12 0.57
H 1.04 1.49 -1.84


11.
The following is a DFT calculation (the ωB97M-V functional and the def2-TZVPD basis) of an isolated molecule of C20H24N2O2S.

- Multiplicity: 1
- Structure (SMILES): CCOc1ccc(CNC(=O)c2ccc3c(c2)N(CC)CCS3)cc1
- HOMO level: -7.51 eV
- ΔE to the lowest compared entry with this formula, charge and spin: 143.0 kJ/mol

Element x y z (Å)
C -6.68 -1.86 0.97
C -5.88 -2.04 -0.31
O -4.48 -2.07 -0.09
C -3.81 -0.91 0.16
C -4.35 0.37 0.11
C -3.55 1.47 0.37
C -2.21 1.32 0.69
C -1.33 2.53 0.90
N -0.88 3.07 -0.37
C 0.16 2.62 -1.11
O 0.26 2.89 -2.29
C 1.18 1.80 -0.38
C 1.90 2.32 0.69
C 2.84 1.52 1.30
C 3.09 0.22 0.86
C 2.40 -0.31 -0.25
C 1.45 0.53 -0.85
N 2.63 -1.59 -0.70
C 1.91 -2.12 -1.84
C 2.48 -1.68 -3.19
C 3.89 -2.22 -0.38
C 4.05 -2.33 1.12
S 4.30 -0.67 1.80
C -1.67 0.04 0.73
C -2.46 -1.06 0.47
H -6.43 -2.66 1.67
H -7.74 -1.90 0.75
H -6.45 -0.91 1.44
H -6.14 -1.27 -1.05
H -6.10 -3.02 -0.75
H -5.39 0.53 -0.12
H -3.99 2.45 0.33
H -1.89 3.32 1.42
H -0.46 2.26 1.50
H -1.58 3.55 -0.91
H 1.73 3.33 1.03
H 3.41 1.88 2.14
H 0.89 0.19 -1.70
H 1.96 -3.22 -1.77
H 0.86 -1.84 -1.76
H 2.47 -0.60 -3.27
H 1.89 -2.10 -4.00
H 3.51 -2.02 -3.30
H 4.74 -1.66 -0.80
H 3.89 -3.22 -0.82
H 3.16 -2.77 1.58
H 4.93 -2.91 1.39
H -0.63 -0.09 0.97
H -2.05 -2.06 0.50


12.
The following is a DFT calculation (the ωB97M-V functional and the def2-TZVPD basis) of C18H18MoN4SbSe4 as an isolated structure.

- Multiplicity: 1
- HOMO level: -15.96 eV
- Total charge: +3
- ΔE to the lowest compared entry with this formula, charge and spin: 22.6 kJ/mol

Element x y z (Å)
Mo 0.10 -0.59 -0.29
C 0.00 2.29 0.36
N 0.04 1.53 -0.94
C 1.27 1.84 -1.71
C 2.44 1.23 -0.98
C 3.71 1.77 -1.03
C 4.74 1.13 -0.35
C 4.45 -0.02 0.39
C 3.15 -0.48 0.41
N 2.16 0.12 -0.27
C -1.20 1.75 -1.73
C -2.34 1.08 -1.01
C -3.64 1.53 -1.09
C -4.63 0.82 -0.42
C -4.28 -0.30 0.32
C -2.96 -0.68 0.36
N -2.00 -0.02 -0.30
C 0.02 1.50 1.67
C -0.02 2.21 2.86
C -0.01 1.53 4.06
C 0.03 0.14 4.05
C 0.07 -0.52 2.84
N 0.06 0.15 1.67
H -0.89 2.91 0.36
H 0.86 2.97 0.38
H 1.40 2.91 -1.84
H 1.18 1.39 -2.70
H 3.90 2.67 -1.59
H 5.75 1.52 -0.38
H 5.22 -0.54 0.94
H 2.88 -1.36 0.98
H -1.06 1.31 -2.72
H -1.39 2.82 -1.87
H -3.88 2.42 -1.65
H -5.66 1.15 -0.46
H -5.02 -0.87 0.86
H -2.64 -1.54 0.94
H -0.05 3.29 2.83
H -0.04 2.07 5.00
H 0.04 -0.43 4.97
H 0.10 -1.59 2.77
Se 2.11 -8.45 -3.21
Sb -0.07 -8.93 -3.66
Se 0.16 -2.78 -0.60
Se -1.82 -9.20 -5.32
Se -2.24 -9.71 -2.91


13.
The following is a DFT calculation (the ωB97M-V functional and the def2-TZVPD basis) of a 2-piece molecular cluster, C5H7NO overall.

- Multiplicity: 1
- Structure (SMILES): C=C=C1[C@H]2CN12.O
- HOMO level: -9.46 eV
- ΔE to the lowest compared entry with this formula, charge and spin: 460.9 kJ/mol

Element x y z (Å)
C -1.27 -1.00 2.14
C -0.44 -0.86 1.14
C 0.29 -0.61 0.10
C 1.44 -0.55 -0.78
C 0.65 -0.64 -2.03
N 0.22 0.32 -1.01
H -1.24 -0.33 3.00
H -2.04 -1.77 2.14
H 2.45 -0.17 -0.63
H 0.06 -1.54 -2.20
H 1.02 -0.13 -2.92
O -0.67 2.70 0.32
H -0.08 2.55 1.06
H -0.39 2.03 -0.31